Record 1
C6H8N2O3 | wB97M-V/def2-TZVPD

Geometry as ORCA input:
```
! wB97M-V def2-TZVPD RIJCOSX def2/J DEFGRID3
* xyz 0 1
C -1.09583 -2.54472 0.18135
C -1.29752 -2.39521 1.50851
C -0.22313 -0.65246 1.84704
C 0.05274 -0.52423 0.50878
C -0.07054 1.34883 -1.29221
C 0.77693 0.58754 -0.19525
N -0.37225 -1.52073 -0.37722
N -2.04884 -2.81910 2.55859
O -2.86555 -3.71210 2.34665
O -1.84912 -2.28558 3.62455
O -0.18354 0.00827 2.99598
H -1.52136 -3.33627 -0.34245
H -0.43837 0.58861 -2.07219
H 0.75181 1.84425 -1.87252
H -0.92989 2.03784 -1.05626
H 1.05602 1.29992 0.46135
H 1.56244 0.13476 -0.71496
H 0.11423 -1.60330 -1.28586
H -0.81060 -0.23113 3.63838
*
```

## Properties
Energy above the lowest of the compared OMol25 structures with the same formula, charge and spin, kJ/mol: 706.28
Largest force on an atom, eV Å⁻¹: 7.0
Kohn-Sham gap (alpha / beta), hartree: 0.30468 / 0.30466
LUMO level (alpha / beta), eV: -0.208 / -0.208

Record 2
C6H8N2OS | wB97M-V/def2-TZVPD

Geometry as ORCA input:
```
! wB97M-V def2-TZVPD RIJCOSX def2/J DEFGRID3
* xyz 0 1
C -2.93803 -0.38744 -0.43403
C -1.64669 -0.74677 -0.36451
C -0.79599 -0.39851 0.76323
N 0.45035 0.20799 0.30297
C 1.65267 -0.53263 0.08701
O 1.71420 -1.83250 0.29712
C 2.57277 0.37256 -0.33213
N 1.91948 1.66245 -0.34452
C 0.64674 1.53911 0.12012
S -0.46064 2.76426 0.21284
H -3.72727 -0.69272 -1.19671
H -3.65500 0.01763 0.38972
H -1.20168 -1.23869 -1.11257
H -1.38082 0.23980 1.52992
H -0.43759 -1.43417 1.41647
H 1.29575 -2.16965 -0.28143
H 3.67244 0.26625 -0.45133
H 2.31930 2.36305 -0.60217
*
```

## Properties
Energy above the lowest of the compared OMol25 structures with the same formula, charge and spin, kJ/mol: 420.20
Largest force on an atom, eV Å⁻¹: 16.9
SMILES: C=CCn1c(O)c[nH]c1=S
Kohn-Sham gap, hartree: 0.29881
LUMO level, eV: 0.494

Record 3
C6H8N2S | wB97M-V/def2-TZVPD

Geometry as ORCA input:
```
! wB97M-V def2-TZVPD RIJCOSX def2/J DEFGRID3
* xyz 0 1
C 2.10257 -1.32898 -3.62436
C -2.25697 0.21781 3.82291
C 0.36491 1.18194 0.46180
C 1.10153 -0.58700 -3.12884
C 0.91298 0.19313 -1.96003
C -1.24730 0.03795 1.74897
N -2.28366 -0.02903 2.62047
N -0.63296 1.09474 1.42635
S 0.85923 -0.32274 -0.40763
H 2.02112 -1.75534 -4.70150
H 3.07140 -1.35372 -3.15776
H -3.14830 0.12798 4.50915
H -1.29273 0.51999 4.28541
H 1.20048 1.44825 1.11950
H -0.11432 1.91744 -0.27041
H 0.37406 -0.45465 -3.99971
H -1.03204 -0.90777 1.25567
*
```

## Properties
Energy above the lowest of the compared OMol25 structures with the same formula, charge and spin, kJ/mol: 521.95
Largest force on an atom, eV Å⁻¹: 3.0
Kohn-Sham gap, hartree: 0.27713
LUMO level, eV: -0.229

Record 4
C6H8N2S2 | wB97M-V/def2-TZVPD

Geometry as ORCA input:
```
! wB97M-V def2-TZVPD RIJCOSX def2/J DEFGRID3
* xyz 0 1
C 4.06059 1.08239 0.82843
C 2.72468 -1.00400 -0.43472
C 2.92773 1.38014 1.35552
C 0.51259 -1.24962 0.11990
C -0.34652 0.90791 -0.20064
C -1.90697 -0.91388 -0.17716
N 1.73728 -0.57824 0.26299
N -0.55589 -0.43535 0.04378
S 0.28917 -2.90630 0.14794
S 4.23438 -0.19176 -0.40593
H 5.02548 1.76367 0.90891
H 2.64055 -1.74631 -1.22851
H 0.19316 1.07312 -1.21333
H -1.31407 1.19878 -0.29274
H 0.19797 1.39227 0.48735
H -2.65035 -0.20226 -0.27288
H -2.04027 -1.64854 -0.86242
H -2.18327 -1.55695 0.71145
*
```

## Properties
Energy above the lowest of the compared OMol25 structures with the same formula, charge and spin, kJ/mol: 549.34
Largest force on an atom, eV Å⁻¹: 4.8
Kohn-Sham gap, hartree: 0.27775
LUMO level, eV: -0.754

Record 5
C6H8N3O | wB97M-V/def2-TZVPD

Geometry as ORCA input:
```
! wB97M-V def2-TZVPD RIJCOSX def2/J DEFGRID3
* xyz 1 1
C -1.08001 3.35197 1.81623
C -1.23092 2.48973 2.85759
C -0.30570 1.46544 1.13301
C 0.62290 -1.86444 -0.14345
C 0.14514 -1.25132 -2.47316
C -0.11300 0.49506 0.16182
N -0.60040 2.75437 0.71604
N 0.36997 -0.72158 0.56489
N 0.58972 -2.01372 -1.50430
O -0.65045 1.33261 2.39084
H -1.45556 4.34657 1.77174
H -1.40925 2.69702 3.93869
H 1.06441 -2.71788 0.42950
H 0.35516 -1.57762 -3.49738
H -0.69035 -0.67172 -2.30555
H -0.02451 0.93626 -0.85260
H 0.28069 -0.70665 1.60429
H 1.29359 -2.78487 -1.81620
*
```

## Properties
Energy above the lowest of the compared OMol25 structures with the same formula, charge and spin, kJ/mol: 403.52
Largest force on an atom, eV Å⁻¹: 5.5
Kohn-Sham gap (alpha / beta), hartree: 0.24442 / 0.25264
LUMO level (alpha / beta), eV: -4.981 / -5.117

Record 6
C6H8N4 | wB97M-V/def2-TZVPD

Geometry as ORCA input:
```
! wB97M-V def2-TZVPD RIJCOSX def2/J DEFGRID3
* xyz 0 1
C 1.12405 -0.45905 0.74839
C -1.38491 -1.76116 0.70527
C 2.32733 0.31434 0.82043
C 2.14002 1.35293 -0.01451
C -2.75264 -2.00660 0.37803
C 0.18370 2.07727 -1.45288
N 0.82709 -1.59639 1.42767
N -0.30957 -1.99836 1.14770
N 0.25379 0.21211 0.01220
N 0.85073 1.23149 -0.52189
H 3.20826 -0.14705 1.16471
H 2.67673 2.22778 -0.08440
H -3.50861 -1.62110 1.18217
H -2.99451 -1.73307 -0.74434
H -2.88004 -3.06269 0.22790
H 0.87824 2.88108 -1.57572
H -0.00307 1.48730 -2.36012
H -0.63660 2.60115 -1.06060
*
```

## Properties
Energy above the lowest of the compared OMol25 structures with the same formula, charge and spin, kJ/mol: 446.22
Largest force on an atom, eV Å⁻¹: 3.5
Kohn-Sham gap, hartree: 0.28851
LUMO level, eV: 0.731

Record 7
C6H8N4O | wB97M-V/def2-TZVPD

Geometry as ORCA input:
```
! wB97M-V def2-TZVPD RIJCOSX def2/J DEFGRID3
* xyz 0 1
H 3.32523 -0.82574 1.26538
N 3.16140 -0.37231 0.30538
C 2.04354 0.23337 0.30154
C 1.59586 1.07629 -0.87554
N 0.53022 1.72456 -0.80001
C -0.60736 1.42625 0.16471
O -1.50169 0.81131 -0.73369
C -1.60929 -0.52762 -0.35709
C -2.51102 -1.42230 -1.09495
N -0.99036 -0.71276 0.70159
N -0.31887 0.42221 1.13758
C 1.06803 0.09818 1.38621
H 2.20748 1.11496 -1.74300
H -0.89401 2.45149 0.62531
H -3.53025 -1.23200 -1.08373
H -2.39085 -2.49012 -0.80550
H -2.29419 -1.38494 -2.22528
H 1.16820 -0.93668 1.64153
H 1.54792 0.54585 2.18954
*
```

## Properties
Energy above the lowest of the compared OMol25 structures with the same formula, charge and spin, kJ/mol: 276.80
Largest force on an atom, eV Å⁻¹: 3.7
SMILES: [H]/N=C1/C=N[C@H]2OC(C)=NN2C1
Kohn-Sham gap, hartree: 0.32796
LUMO level, eV: 0.409

Record 8
C6H8N6 | wB97M-V/def2-TZVPD

Geometry as ORCA input:
```
! wB97M-V def2-TZVPD RIJCOSX def2/J DEFGRID3
* xyz 0 1
C 2.93870 -0.14967 -0.38646
C 1.82170 0.65781 -1.12318
N 0.68781 1.06425 -0.34695
C -0.36079 0.18257 -0.14904
N -0.31031 -0.95973 -0.86294
C -1.30936 -1.86809 -0.69735
N -2.32454 -1.72604 0.03296
C -2.34304 -0.65110 0.80715
N -3.44637 -0.35694 1.60608
N -3.18509 0.80083 2.08432
N -2.03749 1.24363 1.59152
C -1.42848 0.35627 0.78457
H 3.63174 -0.36033 -1.23233
H 2.61588 -1.15103 0.03471
H 3.45684 0.36552 0.45997
H 2.25535 1.49378 -1.64283
H 1.29162 0.02634 -1.86667
H 1.00667 1.67876 0.40404
H -1.18835 -2.85772 -1.22864
H -1.77248 2.21088 1.73108
*
```

## Properties
Energy above the lowest of the compared OMol25 structures with the same formula, charge and spin, kJ/mol: 81.15
Largest force on an atom, eV Å⁻¹: 3.1
SMILES: CCNc1ncnc2nn[nH]c12
Kohn-Sham gap, hartree: 0.34483
LUMO level, eV: 0.397